[1]
{"formula": "C16H27BrCrNOS4", "method": "ωB97M-V with the def2-TZVPD basis set", "spin_multiplicity": 2, "energy_ha": -5966.55223, "e_above_lowest_kcal_mol": 17.5, "total_charge": 2, "fmax_ev_per_a": 0.42, "elements": ["Cr", "C", "C", "S", "C", "C", "S", "C", "C", "S", "C", "C", "S", "H", "H", "H", "H", "H", "H", "H", "H", "H", "H", "H", "H", "H", "H", "H", "H", "C", "C", "C", "O", "H", "H", "H", "H", "H", "H", "H", "Br", "C", "C", "C", "N", "C", "C", "H", "H", "H", "H"], "positions_angstrom": [[-0.0537, 0.0936, 0.0034], [0.1244, 3.1012, 2.3898], [-1.1612, 2.3139, 2.6317], [-1.1519, 0.5606, 2.0902], [-2.8482, 0.3061, 1.4849], [-3.2415, 1.1588, 0.2791], [-1.8296, 1.5434, -0.8024], [-2.0127, 0.6666, -2.3769], [-0.7243, 0.9391, -3.1561], [0.8150, 0.7955, -2.1632], [1.1269, 2.5223, -1.6007], [1.3303, 2.5965, -0.0770], [0.2741, 3.8272, 0.7331], [1.0193, 2.5265, 2.6348], [0.1180, 3.9464, 3.0789], [-1.9988, 2.8114, 2.1455], [-1.3661, 2.2668, 3.7011], [-3.5358, 0.4690, 2.3150], [-2.8622, -0.7537, 1.2362], [-3.6409, 2.1241, 0.5859], [-4.0145, 0.6615, -0.3060], [-2.8595, 1.0695, -2.9315], [-2.1584, -0.3970, -2.1980], [-0.7187, 1.9391, -3.5878], [-0.6183, 0.2289, -3.9747], [0.2718, 3.1220, -1.9096], [2.0034, 2.8823, -2.1343], [2.3799, 2.7800, 0.1584], [1.1518, 1.6191, 0.4025], [0.3817, -2.6038, -1.9143], [-0.5436, -2.7038, -0.7216], [-1.8544, -3.3945, -1.0468], [-0.8687, -1.3816, -0.2017], [0.6281, -3.6099, -2.2527], [1.3169, -2.0936, -1.6796], [-0.1075, -2.0944, -2.7481], [-0.0504, -3.2108, 0.1130], [-2.3671, -2.8958, -1.8709], [-2.5120, -3.4221, -0.1797], [-1.6595, -4.4214, -1.3545], [5.4982, -2.7690, 2.4880], [3.9801, -1.9393, 1.7969], [2.7262, -2.1753, 2.3529], [1.6327, -1.5335, 1.8132], [1.7123, -0.6962, 0.7637], [2.9288, -0.4856, 0.2311], [4.0777, -1.0707, 0.7119], [2.6043, -2.8421, 3.1940], [0.6470, -1.6884, 2.2321], [2.9801, 0.1737, -0.6258], [5.0303, -0.8629, 0.2468]]}

[2]
{"formula": "C16H27BrN5O6P", "method": "ωB97M-V with the def2-TZVPD basis set", "energy_ha": -4266.36116, "total_charge": 0, "fmax_ev_per_a": 3.86, "elements": ["C", "C", "C", "O", "O", "C", "C", "C", "C", "C", "C", "N", "C", "N", "N", "C", "N", "C", "C", "C", "O", "C", "C", "O", "O", "N", "P", "O", "Br", "H", "H", "H", "H", "H", "H", "H", "H", "H", "H", "H", "H", "H", "H", "H", "H", "H", "H", "H", "H", "H", "H", "H", "H", "H", "H", "H"], "positions_angstrom": [[4.1681, 0.6430, 2.0373], [4.9167, 0.9463, 0.9564], [5.7379, -0.1498, 0.3198], [6.9225, -0.0250, 0.1996], [5.0376, -1.2750, -0.0901], [4.7050, -1.0909, -1.4796], [3.7956, -2.1918, -1.9940], [2.4282, -2.2369, -1.2739], [1.3438, -2.8108, -2.2123], [-0.0851, -2.3265, -1.9045], [-0.5793, -2.6970, -0.4684], [-1.3159, -1.5508, 0.0946], [-0.6959, -0.6627, 0.8624], [0.6222, -0.6474, 1.2141], [-1.5864, 0.2689, 1.2152], [-2.7649, -0.0540, 0.6677], [-3.8580, 0.6341, 0.8047], [-3.7475, 1.8744, 1.6030], [-2.9884, 2.9824, 0.8640], [-2.2076, 3.9290, 1.8332], [-0.8079, 3.7603, 1.7510], [-0.2436, 4.4148, 0.6304], [-5.2004, 0.3905, 0.2215], [-6.0575, -0.2739, 0.8165], [-5.3824, 0.9853, -0.8410], [-2.6338, -1.2421, -0.0659], [-3.6377, -2.3359, -1.0032], [-4.5001, -1.3992, -2.0085], [-5.0921, -3.2290, 0.4744], [3.4456, -0.1691, 1.9486], [4.2888, 1.2153, 2.9558], [4.9717, 1.9351, 0.5017], [4.2823, -0.0823, -1.6247], [5.6469, -1.1118, -2.0487], [4.3372, -3.1398, -1.8886], [3.6718, -2.0268, -3.0717], [2.5159, -2.8815, -0.3947], [2.1702, -1.2062, -1.0110], [1.5696, -2.4804, -3.2342], [1.3683, -3.9086, -2.2078], [-0.7967, -2.7029, -2.6472], [-0.1088, -1.2301, -1.9623], [-1.2164, -3.5846, -0.5044], [0.2609, -2.9406, 0.1814], [0.9480, 0.2932, 1.3920], [0.8474, -1.2882, 1.9637], [-3.2715, 1.5985, 2.5486], [-4.7556, 2.2230, 1.8402], [-2.2205, 2.5575, 0.2070], [-3.6359, 3.5735, 0.2092], [-2.5173, 4.9682, 1.6590], [-2.5035, 3.6459, 2.8512], [0.5173, 5.1443, 0.9465], [-0.9719, 4.9603, 0.0203], [0.2892, 3.6742, 0.0173], [-5.4263, -1.6664, -1.8717]]}

[3]
{"formula": "C16H27ClN2O28S6", "method": "ωB97M-V with the def2-TZVPD basis set", "energy_ha": -5691.19544, "total_charge": 0, "fmax_ev_per_a": 3.56, "smiles": "O=C=NOC(=O)NCC(=O)Cl.O=S1(=O)OCCO1.O=S1(=O)OCCO1.O=S1(=O)OCCO1.O=S1(=O)OCCO1.O=S1(=O)OCCO1.O=S1(=O)OCCO1", "elements": ["O", "C", "N", "O", "C", "O", "N", "C", "C", "O", "Cl", "H", "H", "H", "C", "C", "O", "S", "O", "O", "O", "H", "H", "H", "H", "C", "C", "O", "S", "O", "O", "O", "H", "H", "H", "H", "C", "C", "O", "S", "O", "O", "O", "H", "H", "H", "H", "C", "C", "O", "S", "O", "O", "O", "H", "H", "H", "H", "C", "C", "O", "S", "O", "O", "O", "H", "H", "H", "H", "C", "C", "O", "S", "O", "O", "O", "H", "H", "H", "H"], "positions_angstrom": [[0.4379, 1.7413, -4.3529], [0.2169, 2.8720, -4.5058], [0.0728, 4.1471, -4.3636], [-0.6977, 4.3408, -3.2151], [-2.0264, 4.7093, -3.5051], [-2.6641, 5.2102, -2.5994], [-2.6892, 4.4938, -4.7606], [-4.0247, 3.8493, -4.5326], [-3.9566, 2.5624, -3.6238], [-4.5865, 2.5507, -2.5970], [-3.0280, 1.0596, -4.0251], [-2.1731, 3.8638, -5.3836], [-4.7169, 4.5791, -4.0132], [-4.4975, 3.6311, -5.5412], [1.7538, -2.1244, -2.9026], [0.9025, -2.2434, -1.6534], [-0.4443, -2.3004, -2.1293], [-0.4680, -3.0415, -3.5646], [-0.8149, -4.4094, -3.3553], [-1.1517, -2.2050, -4.4905], [1.1170, -2.9648, -3.8703], [1.7527, -1.1009, -3.2867], [2.7805, -2.4460, -2.7339], [1.0359, -1.4014, -0.9764], [1.1122, -3.1743, -1.1200], [1.7776, 1.0559, 2.1050], [2.6629, 1.9632, 1.2704], [3.9588, 1.3617, 1.3223], [3.7937, -0.2436, 1.4256], [3.9326, -0.7925, 0.1171], [4.5497, -0.7031, 2.5409], [2.2257, -0.2709, 1.8185], [1.9177, 1.2397, 3.1733], [0.7229, 1.1643, 1.8548], [2.6956, 2.9813, 1.6549], [2.3394, 1.9798, 0.2259], [-4.3373, -4.9693, -1.0310], [-2.8724, -4.6565, -0.7922], [-2.8696, -3.6560, 0.2296], [-4.1295, -3.9018, 1.2129], [-3.6754, -4.6231, 2.3543], [-4.8647, -2.6866, 1.3137], [-4.9456, -4.9255, 0.2622], [-4.8081, -4.2052, -1.6553], [-4.4813, -5.9479, -1.4873], [-2.3733, -4.2934, -1.6889], [-2.3394, -5.5313, -0.4096], [4.5968, -4.3732, 4.1042], [3.7420, -4.5009, 5.3504], [2.3956, -4.5572, 4.8695], [2.3781, -5.2915, 3.4288], [2.0341, -6.6596, 3.6250], [1.6958, -4.4510, 2.5026], [3.9654, -5.2087, 3.1298], [4.5952, -3.3472, 3.7261], [5.6237, -4.6940, 4.2740], [3.8728, -3.6634, 6.0308], [3.9512, -5.4344, 5.8797], [3.4142, -1.4991, 9.5870], [4.2994, -0.5849, 8.7597], [5.5954, -1.1846, 8.8089], [5.4328, -2.7908, 8.9012], [5.5739, -3.3326, 7.5893], [6.1899, -3.2568, 10.0102], [3.8641, -2.8232, 9.2918], [3.5527, -1.3226, 10.6567], [2.3597, -1.3902, 9.3361], [4.3304, 0.4306, 9.1513], [3.9770, -0.5615, 7.7149], [-4.5777, 8.4893, -5.8430], [-4.2175, 9.0264, -7.2165], [-3.8358, 7.8752, -7.9727], [-4.6927, 6.6014, -7.4662], [-5.7985, 6.4248, -8.3451], [-3.7870, 5.5500, -7.1466], [-5.2402, 7.2471, -6.0889], [-3.6821, 8.2865, -5.2500], [-5.2299, 9.1665, -5.2929], [-3.4046, 9.7498, -7.1802], [-5.0849, 9.4792, -7.7045]]}

[4]
{"formula": "C16H27ClN2O4PtSTe", "method": "ωB97M-V with the def2-TZVPD basis set", "energy_ha": -2282.00460, "total_charge": 0, "fmax_ev_per_a": 0.61, "elements": ["Pt", "C", "C", "C", "C", "N", "H", "H", "H", "H", "H", "H", "H", "H", "H", "Cl", "C", "Te", "C", "H", "H", "H", "H", "H", "H", "C", "C", "C", "C", "C", "C", "C", "S", "O", "O", "N", "C", "C", "C", "O", "O", "H", "H", "H", "H", "H", "H", "H", "H", "H", "H", "H", "H"], "positions_angstrom": [[1.2695, 1.0480, 1.5134], [-0.6894, 2.4516, 2.9225], [-0.7693, 2.8405, 1.4424], [-2.1989, 2.6866, 0.9217], [-0.2988, 4.2899, 1.2418], [0.0615, 2.0165, 0.5467], [-1.3642, 3.0703, 3.5154], [0.3113, 2.6246, 3.3441], [-0.9686, 1.4049, 3.0737], [-2.8786, 3.2813, 1.5339], [-2.5162, 1.6427, 0.9696], [-2.2590, 3.0243, -0.1122], [-0.9305, 4.9626, 1.8259], [-0.3706, 4.5711, 0.1917], [0.7343, 4.3997, 1.5729], [3.2601, 0.9697, 2.7687], [3.2808, 2.9455, -0.8780], [2.3876, 1.0243, -0.7520], [4.2331, 0.0513, -0.4307], [3.7160, 3.1657, 0.0938], [2.5139, 3.6720, -1.1321], [4.0486, 2.9202, -1.6484], [4.7435, 0.0265, -1.3916], [4.0018, -0.9482, -0.0766], [4.7968, 0.6041, 0.3149], [-2.8499, 0.9344, -2.7501], [-2.2198, -0.3959, -2.4419], [-0.8900, -0.6488, -2.7704], [-0.3036, -1.8695, -2.4802], [-1.0531, -2.8530, -1.8488], [-2.3798, -2.6242, -1.5147], [-2.9545, -1.3984, -1.8156], [-0.2730, -4.3834, -1.4081], [0.7589, -4.6326, -2.3699], [-1.3099, -5.3365, -1.1456], [0.4850, -4.0764, 0.0041], [-0.3348, -3.7167, 1.1636], [0.5550, -3.0960, 2.2409], [1.0733, -1.7491, 1.7692], [0.7249, -0.7397, 2.4928], [1.7422, -1.6883, 0.7292], [-2.3174, 1.4482, -3.5499], [-2.8317, 1.5798, -1.8710], [-3.8911, 0.8174, -3.0507], [-0.3118, 0.1164, -3.2752], [0.7229, -2.0755, -2.7550], [-2.9558, -3.4136, -1.0507], [-3.9958, -1.2232, -1.5717], [1.2404, -3.4059, -0.1344], [-0.8304, -4.6121, 1.5335], [-1.1123, -2.9885, 0.8984], [1.4094, -3.7452, 2.4404], [-0.0119, -2.9695, 3.1603]]}